(1)
9 unconnected molecules or ions with the total composition C27H52O27. Source: OMol25; level of theory: ωB97M-V/def2-TZVPD.

```
106
Properties=species:S:1:pos:R:3:forces:R:3:mulliken_charge:R:1
C -2.6956 -5.8459 -0.1370 -0.1 -0.2 -1.2 -0.5923
O -2.8217 -5.7597 1.2598 0.5 -0.2 0.2 -0.2626
C -4.0020 -6.0021 1.8204 -0.3 -0.1 0.3 0.8354
O -5.0599 -6.1072 1.2619 -0.1 0.1 -0.2 -0.5933
O -3.7814 -6.1079 3.1256 0.4 0.4 0.2 -0.3241
C -4.8632 -6.0168 4.0461 0.3 -0.1 0.6 -0.6765
H -3.5361 -5.3959 -0.6669 0.0 0.1 0.2 0.3079
H -2.6006 -6.8659 -0.5259 -0.2 -0.1 0.5 0.4601
H -1.7641 -5.3571 -0.4114 -0.1 0.3 0.3 0.0593
H -5.6376 -5.3182 3.7431 -0.2 -0.3 -0.4 0.2986
H -4.4528 -5.6077 4.9706 0.2 0.0 -0.2 0.2495
H -5.1908 -7.0297 4.2747 -0.5 0.1 -0.2 0.3065
C -0.9053 2.9707 -2.8116 -0.5 -1.0 -0.2 -0.0281
O -0.9219 4.1393 -2.0187 -0.2 0.3 0.0 -0.4064
C -0.0238 4.2415 -1.0483 0.4 -0.1 0.2 0.7362
O 0.8764 3.4737 -0.8016 -0.2 0.0 -0.1 -0.3273
O -0.2741 5.3583 -0.3797 -0.1 0.2 0.0 -0.4163
C 0.7183 5.7183 0.5873 -0.1 0.2 -0.1 -0.3618
H -0.5542 3.1587 -3.8244 0.3 0.3 0.1 0.3974
H -1.9336 2.6112 -2.9109 0.0 0.2 0.2 0.2470
H -0.3305 2.1767 -2.3429 0.2 0.1 -0.1 -0.3750
H 1.7091 5.6263 0.1474 0.1 0.0 0.1 0.0586
H 0.6307 5.1017 1.4790 0.0 -0.1 0.0 0.2343
H 0.5060 6.7549 0.8311 0.0 0.0 0.0 0.3017
C 6.7235 3.6172 4.2691 0.1 0.1 0.2 -0.7123
O 5.7169 2.7444 3.7582 0.3 0.0 -0.2 -0.3256
C 4.6997 3.3127 3.1183 0.1 0.7 0.2 0.9299
O 4.5764 4.4885 2.8748 0.0 -0.1 0.1 -0.5958
O 3.8415 2.3594 2.8313 -0.2 -0.8 0.0 -0.3145
C 2.5791 2.7377 2.3323 -0.7 0.8 -0.4 -0.0478
H 6.4227 3.9461 5.2639 0.1 0.1 0.0 0.2855
H 6.8975 4.4857 3.6386 -0.2 -0.1 -0.1 0.3195
H 7.6307 3.0244 4.3313 0.0 0.0 0.1 0.2468
H 2.1538 1.8904 1.8050 0.1 -0.1 0.1 -0.4887
H 2.6401 3.5821 1.6439 0.2 -0.2 -0.1 0.1356
H 1.9052 3.0405 3.1396 0.2 -0.2 0.1 0.5110
C 2.0297 -2.6726 -2.2427 0.0 0.6 -0.7 -0.4631
O 1.1646 -2.2812 -3.3345 0.0 -0.4 0.1 -0.3379
C 1.1202 -1.0219 -3.7329 -0.3 0.2 0.4 0.8697
O 1.6989 -0.0738 -3.2576 0.2 -0.1 0.1 -0.4719
O 0.2639 -0.9727 -4.7460 -0.1 -0.3 -0.3 -0.3226
C -0.0084 0.2985 -5.3065 0.1 0.5 -0.1 -0.4756
H 2.6598 -3.4504 -2.6609 0.1 -0.1 0.3 0.4729
H 1.4055 -3.0303 -1.4320 0.0 0.0 0.1 0.1649
H 2.6223 -1.8093 -1.9481 0.1 -0.1 0.2 0.0409
H 0.6060 0.4624 -6.1937 0.0 -0.1 0.0 0.3088
H 0.1997 1.0865 -4.5866 0.0 0.0 0.0 -0.0103
H -1.0567 0.3284 -5.5917 0.0 -0.2 0.1 0.2242
C 3.4470 2.4699 -2.4578 -1.0 -1.4 -0.5 -0.1195
O 3.7571 3.8325 -2.3233 0.2 0.4 0.0 -0.3733
C 4.4072 4.1629 -1.2064 -0.4 -0.1 -0.1 0.8090
O 4.8890 3.4010 -0.4109 0.1 0.0 0.1 -0.5355
O 4.3847 5.4889 -1.1244 -0.1 0.3 -0.5 -0.3817
C 5.1163 6.0985 -0.0883 0.4 0.4 1.4 -0.5534
H 2.9229 2.0836 -1.5852 0.4 0.0 0.2 -0.1613
H 4.2807 1.8310 -2.7513 0.3 0.3 0.4 0.5061
H 2.7186 2.3236 -3.2574 0.1 0.6 -0.1 0.0857
H 4.6756 5.9287 0.8992 -0.1 -0.3 -0.2 0.1777
H 5.1003 7.1773 -0.2256 0.0 -0.1 -0.5 0.2818
H 6.1512 5.7615 -0.0209 0.0 -0.1 -0.3 0.3005
C -3.2459 -2.4727 -0.0385 -1.6 -1.2 1.2 -0.4503
O -1.8387 -2.3790 -0.0609 0.3 0.4 -0.3 0.0543
C -1.3251 -1.1667 0.1644 -0.4 0.4 0.3 0.5199
O -1.8578 -0.2642 0.7626 0.0 -0.2 -0.3 -0.6985
O -0.1113 -1.1257 -0.3624 0.2 -0.5 -0.2 0.2583
C 0.6147 0.0722 -0.1902 1.1 0.5 0.8 0.0574
H -3.5963 -3.0616 0.8206 0.6 -0.1 0.1 0.0841
H -3.5821 -3.0580 -0.8925 0.1 0.4 -0.3 0.2203
H -3.8122 -1.5581 0.1220 0.6 0.4 -0.6 0.2001
H 1.6681 -0.1718 -0.2942 -0.1 -0.2 -0.6 -0.4824
H 0.5913 0.4392 0.8395 -0.7 0.0 -0.1 0.5682
H 0.3481 0.8527 -0.8918 -0.2 -0.1 0.0 -0.6287
C -1.8071 -4.0171 -3.3242 0.6 0.3 0.0 0.0730
O -3.0955 -3.4168 -3.4705 -0.3 -0.3 0.2 -0.4025
C -3.1823 -2.1132 -3.2459 0.4 0.1 0.0 0.7330
O -2.2642 -1.3407 -3.1707 0.2 0.2 0.2 -0.2603
O -4.4638 -1.7919 -3.1280 -0.3 -0.2 -0.2 -0.3811
C -4.7452 -0.4133 -2.9734 0.1 0.8 -0.6 -0.5712
H -1.7981 -4.8911 -3.9654 0.0 0.0 0.0 0.3426
H -1.6318 -4.3078 -2.2866 -0.2 0.0 0.0 -0.2007
H -1.0139 -3.3213 -3.5979 -0.1 0.0 -0.2 0.0064
H -5.7422 -0.2555 -3.3786 -0.2 -0.1 0.4 0.2944
H -4.0920 0.2214 -3.5810 0.2 -0.3 0.1 0.2091
H -4.6326 -0.0976 -1.9385 -0.2 -0.1 0.1 0.2046
C 1.7404 -2.0165 2.2178 0.1 -1.6 -1.2 -0.7237
O 2.7580 -1.2950 1.5288 0.3 1.2 0.6 -0.1493
C 3.6459 -1.9887 0.8129 -0.5 -0.4 0.1 0.7127
O 3.6373 -3.1863 0.7333 0.2 -0.1 -0.1 -0.6058
O 4.5094 -1.2262 0.1526 -0.3 -0.1 -0.1 -0.3778
C 4.5082 0.1889 0.3053 0.6 1.0 0.3 -0.0052
H 2.1598 -2.7448 2.9111 0.1 0.4 0.3 0.3848
H 1.2659 -2.6448 1.4546 -0.4 0.2 0.2 0.1808
H 1.0163 -1.3421 2.6530 0.2 0.3 0.1 0.2678
H 5.2949 0.4767 1.0054 0.0 -0.1 0.0 0.4612
H 3.5965 0.6302 0.6878 -0.3 -0.4 -0.1 -0.2148
H 4.7369 0.6555 -0.6473 0.0 -0.3 -0.1 0.1978
O -4.2162 -2.4325 3.4774 -0.1 -0.4 -0.1 -0.4614
C -4.9369 -1.4919 3.4858 0.5 0.4 0.0 0.5783
O -5.2461 -0.7521 2.3962 -0.5 -0.1 0.0 -0.1598
C -5.9073 0.4448 2.8207 0.6 0.4 0.2 -0.3286
C -6.3608 0.0929 4.2302 -0.5 0.4 0.0 -0.3743
O -5.4788 -0.9570 4.6027 -0.2 -0.1 -0.1 -0.3519
H -5.1549 1.2389 2.8168 -0.1 0.0 0.1 0.2620
H -6.7036 0.7415 2.1449 -0.1 -0.4 -0.1 0.3151
H -7.4057 -0.2283 4.2569 0.1 -0.3 0.0 0.2451
H -6.2781 0.9061 4.9472 0.2 0.0 -0.1 0.2887
```
Forces are in eV/Å.

HOMO level, eV: -10.5630
E, Ha: -3091.52322
Orbital gap, eV: 10.96
SMILES: COC(=O)OC.COC(=O)OC.COC(=O)OC.COC(=O)OC.COC(=O)OC.COC(=O)OC.COC(=O)OC.COC(=O)OC.O=C1OCCO1
Maximum force, eV Å⁻¹: 2.26
ΔE to the lowest compared entry with this formula, charge and spin, kJ/mol: 52.2


(2)
C16H15NO6S in the gas phase. Source: OMol25; level of theory: ωB97M-V/def2-TZVPD.

```
39
Properties=species:S:1:pos:R:3:forces:R:3:nbo_charge:R:1
C -2.8561 4.3560 0.9354 -0.1 0.1 -0.2 -0.2553
O -2.1019 3.6326 1.8830 0.2 -0.2 0.2 -0.4848
C -1.1136 2.8203 1.4475 0.2 -0.2 0.0 0.3302
C -0.4392 2.1014 2.4419 -0.1 0.1 -0.1 -0.2769
C 0.5663 1.2218 2.1020 0.0 0.1 0.1 -0.1798
C 0.9095 1.0594 0.7712 0.6 -0.5 -0.2 -0.3856
S 2.1327 -0.1680 0.3508 -0.2 0.1 0.1 2.3378
O 2.6755 -0.7103 1.5617 -0.3 0.0 0.1 -0.9420
O 3.0357 0.3640 -0.6216 -0.3 0.1 -0.2 -0.9247
N 1.2573 -1.4296 -0.3552 0.7 0.6 0.6 -0.6697
C 0.7845 -2.4758 0.5110 -0.3 -0.5 0.4 -0.2437
C -0.7570 -2.5163 0.5244 0.4 0.0 0.3 -0.0259
C -1.3079 -1.2256 1.1185 -0.4 0.2 -0.3 0.7697
O -1.7803 -0.3209 0.4880 -0.1 -0.2 -0.1 -0.5772
O -1.1957 -1.2201 2.4466 0.1 -0.3 0.7 -0.6849
O -1.2472 -2.7187 -0.7724 0.0 0.1 -0.2 -0.4834
C -0.6680 -1.9344 -1.7409 0.1 0.1 -0.1 0.3426
C -1.3377 -1.8364 -2.9534 0.1 -0.1 0.2 -0.2501
C -0.8110 -1.0852 -3.9849 0.0 0.0 0.0 -0.2103
C 0.3973 -0.4298 -3.8095 0.0 0.1 0.0 -0.2255
C 1.0801 -0.5340 -2.6129 -0.1 -0.1 -0.2 -0.2255
C 0.5589 -1.2823 -1.5611 -0.2 0.1 -0.6 0.0401
C 0.2753 1.7822 -0.2186 0.0 0.1 0.0 -0.1460
C -0.7379 2.6629 0.1140 -0.1 0.2 0.1 -0.2553
H -3.6015 4.9020 1.5111 0.0 0.0 -0.1 0.2040
H -3.3580 3.6860 0.2317 0.0 0.0 0.0 0.1838
H -2.2320 5.0666 0.3856 0.0 0.0 0.0 0.1796
H -0.7288 2.2553 3.4700 0.0 0.0 0.1 0.2282
H 1.0972 0.6502 2.8473 0.0 0.0 0.1 0.2490
H 1.1413 -3.4428 0.1360 -0.1 0.1 0.1 0.2155
H 1.1932 -2.3021 1.5059 -0.1 -0.2 -0.1 0.2637
H -1.1054 -3.3587 1.1304 0.1 0.1 -0.1 0.2280
H -1.5151 -0.3785 2.8154 0.1 0.0 -0.4 0.5075
H -2.2760 -2.3574 -3.0561 -0.1 -0.1 0.0 0.2238
H -1.3416 -1.0123 -4.9216 -0.1 0.0 -0.1 0.2153
H 0.8187 0.1567 -4.6115 0.0 0.0 -0.1 0.2156
H 2.0313 -0.0475 -2.4753 0.0 0.0 -0.1 0.2527
H 0.5695 1.6490 -1.2465 0.0 0.1 -0.1 0.2389
H -1.2337 3.2093 -0.6710 -0.1 0.1 -0.1 0.2205
```
Forces are in eV/Å.

HOMO level, eV: -8.3837
E, Ha: -1523.08585
Orbital gap, eV: 8.94
SMILES: COc1ccc(S(=O)(=O)N2C[C@@H](C(=O)O)Oc3ccccc32)cc1
Maximum force, eV Å⁻¹: 1.11
ΔE to the lowest compared entry with this formula, charge and spin, kJ/mol: 126.3


(3)
C4H8N4 in the gas phase. Source: OMol25; level of theory: ωB97M-V/def2-TZVPD.

```
16
Properties=species:S:1:pos:R:3:forces:R:3:nbo_charge:R:1
C 2.4250 0.0459 -0.5157 1.2 1.5 1.5 -0.4058
N 1.1595 0.2418 0.1754 1.2 -1.3 0.0 -0.0944
N 0.7428 1.3661 0.6510 -1.0 1.3 0.3 0.0315
N -0.5256 1.3957 0.7741 0.9 -0.4 0.6 -0.2790
C -1.0703 0.1266 0.3631 -0.1 0.9 -1.2 0.1816
C -2.1772 0.3502 -0.6067 2.2 -2.2 -0.1 -0.6112
C -0.6605 -1.0707 1.0460 1.1 -0.8 1.3 -0.2800
N 0.1720 -0.6944 -0.0955 -1.0 0.4 -0.8 -0.2776
H 2.2514 -0.0928 -1.5466 -0.3 -0.3 -1.3 0.2079
H 3.1019 0.9848 -0.4307 -1.3 -1.7 0.3 0.2304
H 2.8890 -0.8577 -0.0889 0.1 0.5 -0.3 0.2096
H -2.5800 -0.5826 -0.8955 -0.9 -0.9 -0.3 0.2109
H -1.6129 0.7196 -1.4108 0.2 0.7 -1.6 0.2206
H -2.8580 1.0493 -0.3295 -2.1 1.9 1.1 0.2291
H -0.2084 -0.9018 2.0106 0.0 -0.2 0.4 0.2036
H -1.0487 -2.0800 0.8998 -0.4 0.5 0.0 0.2227
```
Forces are in eV/Å.

HOMO level, eV: -8.6527
E, Ha: -376.09994
Orbital gap, eV: 9.65
SMILES: CN1N=N[C@]2(C)CN12
Maximum force, eV Å⁻¹: 3.11
ΔE to the lowest compared entry with this formula, charge and spin, kJ/mol: 390.0